Version P
The following is a DFT calculation (wB97M-V/def2-TZVPD) of 2 unconnected molecules or ions with the total composition C4H12.

Properties
* Kohn-Sham gap: 0.4668 hartree
* 2S+1: 1
* HOMO: -11.52 eV
* lowest unoccupied orbital energy: 1.18 eV
* structure (SMILES): CC.CC

Each line ends with the Löwdin charge.
Geometry (Å):
1 C -2.018 -1.247 1.026  -0.158
2 C -0.527 -0.932 0.900  -0.168
3 H -2.627 -0.475 0.562  0.060
4 H -2.131 -2.210 0.518  0.065
5 H -2.394 -1.342 2.039  0.056
6 H 0.064 -1.589 1.534  0.069
7 H -0.274 -1.139 -0.140  0.049
8 H -0.216 0.080 1.130  0.036
9 C 1.255 1.617 -0.355  -0.170
10 C 1.286 0.607 -1.511  -0.178
11 H 1.575 2.587 -0.742  0.061
12 H 0.240 1.604 0.028  0.038
13 H 1.936 1.419 0.470  0.066
14 H 0.325 0.392 -1.990  0.063
15 H 1.581 -0.385 -1.175  0.052
16 H 1.925 1.013 -2.295  0.058



Version Q
The following is a DFT calculation (wB97M-V/def2-TZVPD) of 2 unconnected molecules or ions with the total composition C4H12.

Properties
* Kohn-Sham gap: 0.4581 hartree
* 2S+1: 1
* HOMO: -11.31 eV
* lowest unoccupied orbital energy: 1.16 eV
* structure (SMILES): CC.CC

Each line ends with the Löwdin charge.
Geometry (Å):
1 C -1.324 -1.767 0.656  -0.179
2 C -0.584 -1.986 -0.667  -0.171
3 H -1.840 -2.657 1.020  0.054
4 H -0.665 -1.426 1.453  0.057
5 H -2.162 -1.058 0.598  0.061
6 H 0.485 -1.842 -0.462  0.056
7 H -0.933 -1.306 -1.428  0.051
8 H -0.604 -3.058 -0.922  0.065
9 C 0.750 2.314 0.597  -0.164
10 C 1.184 1.412 -0.587  -0.162
11 H 1.331 2.291 1.515  0.055
12 H 0.865 3.351 0.183  0.066
13 H -0.326 2.259 0.754  0.053
14 H 1.377 2.030 -1.467  0.056
15 H 2.070 0.796 -0.434  0.063
16 H 0.286 0.855 -0.845  0.038



Version R
The following is a DFT calculation (wB97M-V/def2-TZVPD) of 2 unconnected molecules or ions with the total composition C4H12.

Properties
* Kohn-Sham gap: 0.4524 hartree
* 2S+1: 1
* HOMO: -11.15 eV
* lowest unoccupied orbital energy: 1.16 eV
* structure (SMILES): CC.CC

Each line ends with the Löwdin charge.
Geometry (Å):
1 C 1.352 1.610 -0.361  -0.171
2 C 0.295 1.033 -1.285  -0.176
3 H 1.159 1.585 0.715  0.053
4 H 2.317 1.099 -0.381  0.067
5 H 1.517 2.665 -0.587  0.061
6 H 0.216 1.588 -2.207  0.062
7 H -0.701 0.978 -0.879  0.051
8 H 0.492 -0.003 -1.505  0.041
9 C -0.044 -1.189 0.779  -0.150
10 C -1.595 -1.467 0.814  -0.156
11 H 0.540 -1.595 1.595  0.066
12 H 0.156 -1.518 -0.224  0.051
13 H -0.097 -0.131 1.005  0.035
14 H -2.219 -0.677 0.405  0.054
15 H -1.942 -1.520 1.854  0.057
16 H -1.803 -2.445 0.384  0.055



Version S
The following is a DFT calculation (wB97M-V/def2-TZVPD) of 2 unconnected molecules or ions with the total composition C4H12.

Properties
* Kohn-Sham gap: 0.4373 hartree
* 2S+1: 1
* HOMO: -10.83 eV
* lowest unoccupied orbital energy: 1.07 eV
* structure (SMILES): CC.CC

Each line ends with the Löwdin charge.
Geometry (Å):
1 C -0.333 2.062 -1.153  -0.238
2 C 0.293 1.225 -2.185  -0.212
3 H -0.597 1.704 -0.156  0.051
4 H 0.269 2.911 -0.898  0.041
5 H -1.330 2.632 -1.420  0.107
6 H 0.627 1.785 -3.060  0.051
7 H -0.581 0.496 -2.486  0.095
8 H 1.256 0.581 -1.943  0.102
9 C -0.519 -1.815 1.169  -0.188
10 C 0.586 -1.530 2.121  -0.205
11 H -0.534 -2.870 0.840  0.073
12 H -1.523 -1.604 1.389  0.037
13 H -0.506 -1.117 0.266  0.075
14 H 0.641 -2.245 3.030  0.085
15 H 1.669 -1.722 1.972  0.062
16 H 0.580 -0.493 2.512  0.064



Referenced to the most stable arrangement, the calculated values in hartree are version P 0.0000; version Q 0.0068; version R 0.0161; version S 0.0391.



Version P
The following is a DFT calculation (wB97M-V/def2-TZVPD) of 2 unconnected molecules or ions with the total composition C2H2OS2.

Properties
* Kohn-Sham gap (alpha / beta): 0.2419 / 0.2396 hartree
* 2S+1: 1
* HOMO (alpha / beta): -8.73 / -8.68 eV
* lowest unoccupied orbital energy (alpha / beta): -2.14 / -2.16 eV
* structure (SMILES): O=C=C=S.S

Each line ends with the Löwdin charge.
Geometry (Å):
1 C 0.301 -1.183 -0.846  -0.310
2 C -0.973 -0.955 -0.807  -0.627
3 O 1.447 -1.385 -0.664  0.137
4 S -2.568 -0.691 -0.813  0.720
5 S 0.052 1.721 1.287  0.371
6 H 0.821 1.782 0.034  -0.129
7 H 0.920 0.710 1.810  -0.162



Version Q
The following is a DFT calculation (wB97M-V/def2-TZVPD) of C2H2OS2 in the gas phase.

Properties
* Kohn-Sham gap (alpha / beta): 0.2660 / 0.2366 hartree
* 2S+1: 1
* HOMO (alpha / beta): -9.26 / -8.96 eV
* lowest unoccupied orbital energy (alpha / beta): -2.03 / -2.52 eV

Each line ends with the Löwdin charge.
Geometry (Å):
1 C 0.461 -0.366 0.460  -0.393
2 C -0.428 0.309 -0.411  -0.552
3 O 1.553 -0.652 0.022  0.054
4 S -2.610 -0.973 0.056  0.230
5 S -1.918 0.989 0.052  0.515
6 H 0.210 -0.560 1.472  0.104
7 H -0.009 0.738 -1.234  0.042



Referenced to the most stable arrangement, the calculated values in hartree are version P 0.0072; version Q 0.0000.



Version P
The following is a DFT calculation (wB97M-V/def2-TZVPD) of 2 unconnected molecules or ions with the total composition C2H2OS2.

Properties
* Kohn-Sham gap: 0.3123 hartree
* 2S+1: 1
* HOMO: -8.97 eV
* lowest unoccupied orbital energy: -0.47 eV
* structure (SMILES): O=C=S.C=S

Each line ends with the Löwdin charge.
Geometry (Å):
1 C 3.785 -0.607 -0.295  -0.964
2 C 0.056 0.343 -0.168  -0.535
3 O 3.323 -1.336 -1.063  0.080
4 S 1.228 1.244 -0.797  0.651
5 S 4.449 0.352 0.708  0.773
6 H -0.983 0.619 -0.273  -0.006
7 H 0.273 -0.563 0.381  0.002



Version Q
The following is a DFT calculation (wB97M-V/def2-TZVPD) of a molecular structure, C2H2OS2.

Properties
* Kohn-Sham gap: 0.2871 hartree
* 2S+1: 1
* HOMO: -9.34 eV
* lowest unoccupied orbital energy: -1.53 eV

Each line ends with the Löwdin charge.
Geometry (Å):
1 C -0.136 -0.321 -0.291  -1.433
2 C 0.996 0.675 0.063  -0.262
3 H -2.503 -1.050 0.445  0.101
4 H 1.874 0.642 -0.731  0.126
5 O 0.863 1.393 1.240  -0.114
6 S -0.860 -0.990 1.060  0.759
7 S -0.235 -0.349 -1.785  0.822



Version R
The following is a DFT calculation (wB97M-V/def2-TZVPD) of C2H2OS2 in the gas phase.

Properties
* Kohn-Sham gap (alpha / beta): 0.2629 / 0.2590 hartree
* 2S+1: 1
* HOMO (alpha / beta): -9.28 / -9.25 eV
* lowest unoccupied orbital energy (alpha / beta): -2.13 / -2.20 eV

Each line ends with the Löwdin charge.
Geometry (Å):
1 C 0.790 -0.501 -0.089  -0.409
2 C 0.075 0.706 0.210  -0.509
3 O 1.960 -0.686 0.149  0.058
4 S -2.151 -0.820 -0.033  0.189
5 S -1.531 0.984 -0.053  0.539
6 H 0.178 -1.259 -0.621  0.059
7 H 0.679 1.575 0.436  0.072



Version S
The following is a DFT calculation (wB97M-V/def2-TZVPD) of 2 unconnected molecules or ions with the total composition C2H2OS2.

Properties
* Kohn-Sham gap (alpha / beta): 0.2413 / 0.2411 hartree
* 2S+1: 1
* HOMO (alpha / beta): -8.85 / -8.85 eV
* lowest unoccupied orbital energy (alpha / beta): -2.29 / -2.29 eV

Each line ends with the Löwdin charge.
Geometry (Å):
1 C 0.468 -0.727 0.000  -0.581
2 C -0.916 -0.693 -0.197  -0.603
3 O 1.152 -1.001 0.952  0.015
4 S -2.328 -0.780 -0.793  0.916
5 S 0.054 1.914 -0.061  0.383
6 H 0.902 -0.560 -1.018  0.129
7 H 0.668 1.847 1.117  -0.259



Referenced to the most stable arrangement, the calculated values in hartree are version P 0.0000; version Q 0.1308; version R 0.0459; version S 0.1174.